Model i:
This record from the Open Molecules 2025 dataset describes C3H4F2 as an isolated structure. The level of theory is ωB97M-V/def2-TZVPD.

```
9
Properties=species:S:1:pos:R:3:nbo_charge:R:1
C 1.50 -1.01 0.15 0.15
H -1.66 -0.50 0.77 0.25
H 1.43 -1.79 -0.64 0.14
H -1.84 0.14 -0.87 0.24
F 2.66 -0.46 0.07 -0.33
C -1.25 0.35 0.11 -0.76
F 0.63 1.67 -0.01 -0.33
H -1.66 1.17 0.51 0.23
C 0.18 0.44 -0.09 0.41
```

Properties
**HOMO level (spin up / spin down)**: -0.3214 / -0.2901 Ha
**HOMO-LUMO gap (spin up / spin down)**: 9.38 / 7.75 eV

=====

Model ii:
This record from the Open Molecules 2025 dataset describes a 2-piece molecular cluster, C3H4F2 overall. The level of theory is ωB97M-V/def2-TZVPD.

```
9
Properties=species:S:1:pos:R:3:nbo_charge:R:1
F 0.80 -1.79 0.49 -0.35
C 0.23 0.91 0.28 0.43
F 0.06 1.88 1.16 -0.33
C -0.12 -1.07 1.23 0.06
H 0.75 1.96 -1.29 0.23
H -0.03 -1.05 2.26 0.16
H 0.31 0.08 -1.53 0.24
H -1.19 -1.24 1.02 0.16
C 0.42 0.98 -0.99 -0.60
```

Properties
**HOMO level**: -0.3570 Ha
**HOMO-LUMO gap**: 10.51 eV

=====

The structure with the least stability is model i.

=====

Model i:
This record from the Open Molecules 2025 dataset describes one molecule with the formula C3H4F2. The level of theory is ωB97M-V/def2-TZVPD.

```
9
Properties=species:S:1:pos:R:3:nbo_charge:R:1
F -0.73 -2.47 -0.34 -0.31
C -0.75 -1.30 0.23 0.13
C 0.08 -0.22 -0.34 0.34
H 1.35 1.39 0.54 0.23
C 0.39 1.17 0.11 -0.69
F 0.73 -0.45 -1.54 -0.34
H -1.11 -1.34 1.34 0.19
H -0.36 1.54 0.80 0.23
H 0.39 1.69 -0.81 0.23
```

Properties
**SMILES string**: C/C(F)=C/F
**HOMO level**: -0.3268 Ha
**HOMO-LUMO gap**: 9.92 eV

=====

Model ii:
This record from the Open Molecules 2025 dataset describes one molecule with the formula C3H4F2. The level of theory is ωB97M-V/def2-TZVPD.

```
9
Properties=species:S:1:pos:R:3:nbo_charge:R:1
H -1.30 0.73 -1.52 0.24
H -1.34 0.78 1.46 0.24
C -1.24 -0.04 -0.73 -0.50
C -1.09 0.00 0.77 -0.51
F 1.07 -1.09 0.00 -0.34
F 0.94 1.13 -0.03 -0.31
H -1.43 -0.95 -1.33 0.23
H -1.38 -0.81 1.45 0.25
C 0.22 0.02 0.00 0.70
```

Properties
**SMILES string**: FC1(F)CC1
**HOMO level**: -0.3643 Ha
**HOMO-LUMO gap**: 10.99 eV

=====

The structure with the least stability is model ii.

=====

Model i:
This record from the Open Molecules 2025 dataset describes a 2-piece molecular cluster, C6H13NO overall. The level of theory is ωB97M-V/def2-TZVPD.

```
21
Properties=species:S:1:pos:R:3:nbo_charge:R:1
H -0.29 1.93 -0.63 0.25
C 0.41 -1.32 0.27 0.16
C 2.47 -1.58 1.49 -0.26
H 0.54 1.39 0.75 0.26
C 1.24 -1.11 1.46 -0.28
H 3.12 -1.58 2.35 0.23
H 1.34 1.27 -0.79 0.27
H -3.88 5.62 0.20 0.47
H 2.91 -2.19 0.70 0.21
C 0.16 -2.73 -0.15 -0.68
O -3.13 5.69 -0.42 -0.93
H -0.81 -3.07 0.24 0.27
C 0.38 1.13 -0.29 -0.70
C -0.06 -0.28 -0.53 0.31
H -2.89 4.78 -0.58 0.45
H -1.39 -1.27 -1.68 0.42
H 0.02 -2.81 -1.23 0.23
N -0.80 -0.45 -1.65 -0.64
H 0.86 -0.50 2.28 0.25
H 0.98 -3.37 0.17 0.27
H -1.17 0.42 -1.96 0.42
```

Properties
**Charge**: +1
**Spin multiplicity**: 2
**HOMO level (spin up / spin down)**: -0.5036 / -0.5036 Ha
**Expectation value of S²**: 0.7594
**HOMO-LUMO gap (spin up / spin down)**: 10.26 / 6.89 eV

=====

Model ii:
This record from the Open Molecules 2025 dataset describes a 2-piece molecular cluster, C6H13NO overall. The level of theory is ωB97M-V/def2-TZVPD.

```
21
Properties=species:S:1:pos:R:3:nbo_charge:R:1
H -1.89 -1.24 -2.40 0.46
H 2.01 -1.09 0.91 0.25
H -2.02 0.80 -0.27 0.43
H 0.69 -1.12 3.40 0.27
H 0.54 1.83 -0.33 0.27
C 1.04 0.88 -0.35 -0.29
C 0.40 -0.31 -0.10 0.09
C 2.38 1.00 -0.76 -0.22
H 1.38 0.40 2.62 0.23
H -0.79 -1.99 -0.45 0.23
H -0.41 -0.23 2.62 0.24
C 0.96 -1.01 1.12 -0.42
O -2.68 1.37 0.04 -0.91
H -3.51 0.75 -0.07 0.48
C 0.65 -0.49 2.45 -0.65
H 2.99 0.32 -1.22 0.21
N -1.40 -0.60 -1.78 -0.64
H 0.68 -2.16 1.00 0.21
C -0.46 -0.98 -0.81 0.09
H 2.82 1.96 -1.02 0.23
H -1.17 0.45 -1.93 0.43
```

Properties
**Charge**: +1
**Spin multiplicity**: 2
**HOMO level (spin up / spin down)**: -0.5227 / -0.5315 Ha
**Expectation value of S²**: 0.7650
**HOMO-LUMO gap (spin up / spin down)**: 10.32 / 6.86 eV

=====

The structure with the least stability is model ii.